{
  "formula": "C5H14N2O",
  "method": "wB97M-V/def2-TZVPD",
  "smiles": "C[C@@H](CCO)NCN",
  "homo_energy_ev": -8.89,
  "total_charge": 0,
  "e_tot_ev": -10438.9768,
  "gap_ev": 9.728,
  "elements": ["C", "C", "C", "C", "O", "N", "C", "N", "H", "H", "H", "H", "H", "H", "H", "H", "H", "H", "H", "H", "H", "H"],
  "coordinates": [[-1.039, 1.670, 0.584], [-0.849, 0.178, 0.366], [-0.937, -0.174, -1.115], [-1.092, -1.690, -1.360], [0.147, -2.348, -1.527], [0.399, -0.269, 1.048], [1.639, 0.335, 0.562], [2.572, 0.636, 1.660], [-0.895, 1.938, 1.638], [-0.435, 2.330, -0.020], [-2.103, 1.909, 0.449], [-1.578, -0.336, 1.007], [-1.768, 0.377, -1.540], [-0.010, 0.151, -1.555], [-1.756, -1.858, -2.216], [-1.663, -2.083, -0.531], [0.374, -2.263, -2.461], [0.522, -1.255, 0.816], [2.163, -0.251, -0.203], [1.470, 1.283, 0.047], [2.531, 1.618, 1.877], [2.308, 0.102, 2.474]]
}


{
  "formula": "C24H29ClIrN7O2S",
  "method": "wB97M-V/def2-TZVPD",
  "homo_energy_ev": [-9.78, -9.77],
  "spin_multiplicity": 2,
  "total_charge": 1,
  "e_tot_ev": -66073.0882,
  "gap_ev": [5.410, 3.941],
  "elements": ["Ir", "C", "C", "N", "N", "C", "N", "S", "C", "C", "C", "C", "C", "N", "H", "H", "H", "H", "H", "H", "H", "H", "H", "C", "N", "C", "C", "C", "C", "C", "C", "C", "C", "H", "H", "H", "H", "H", "H", "H", "H", "H", "H", "H", "H", "Cl", "C", "C", "O", "O", "H", "H", "N", "C", "C", "C", "C", "C", "N", "H", "H", "H", "H", "H", "H"],
  "coordinates": [[0.537, 0.714, -0.414], [-3.479, -0.520, 0.790], [-2.219, 0.215, 0.465], [-1.039, -0.468, 0.402], [-1.093, -1.736, 0.668], [-0.184, -2.620, 0.921], [-0.587, -3.908, 1.058], [1.487, -2.281, 1.177], [-2.153, 1.589, 0.254], [-3.290, 2.443, 0.330], [-3.155, 3.794, 0.237], [-1.863, 4.330, 0.046], [-0.800, 3.468, -0.089], [-0.895, 2.134, -0.007], [-3.364, -1.567, 0.520], [-4.319, -0.106, 0.242], [-3.693, -0.468, 1.860], [-1.570, -4.101, 1.159], [0.061, -4.573, 1.443], [-4.260, 2.000, 0.469], [-4.012, 4.442, 0.321], [-1.703, 5.395, -0.001], [0.187, 3.867, -0.275], [0.142, 3.617, -4.957], [-0.226, 2.420, -4.266], [-1.386, 2.491, -3.434], [0.816, 1.504, -3.908], [1.800, 2.110, -2.904], [2.904, 2.772, -3.442], [3.781, 3.478, -2.643], [3.551, 3.554, -1.283], [2.481, 2.868, -0.731], [1.625, 2.096, -1.521], [-0.731, 4.023, -5.466], [0.912, 3.402, -5.697], [0.524, 4.389, -4.275], [-2.202, 2.960, -3.986], [-1.208, 3.086, -2.528], [-1.683, 1.488, -3.134], [1.370, 1.244, -4.816], [0.343, 0.608, -3.510], [3.082, 2.729, -4.506], [4.630, 3.978, -3.084], [4.195, 4.142, -0.646], [2.330, 2.939, 0.337], [3.264, -1.194, -3.828], [2.043, -2.225, -3.029], [1.288, -1.304, -2.093], [0.098, -1.036, -2.293], [1.930, -0.771, -1.142], [2.579, -3.010, -2.495], [1.375, -2.630, -3.787], [3.720, 0.324, 0.850], [2.988, 0.747, 1.893], [3.618, 1.024, 3.129], [2.874, 1.480, 4.184], [1.501, 1.673, 4.009], [0.959, 1.417, 2.770], [1.672, 0.965, 1.733], [4.662, 0.014, 1.016], [3.256, -0.037, 0.030], [4.681, 0.857, 3.209], [3.342, 1.685, 5.134], [0.879, 2.024, 4.815], [-0.095, 1.582, 2.589]]
}


{
  "formula": "C27H27Cl2InN3O3",
  "method": "wB97M-V/def2-TZVPD",
  "homo_energy_ev": -16.91,
  "total_charge": 3,
  "e_tot_ev": -69240.7353,
  "gap_ev": 4.158,
  "elements": ["In", "C", "O", "C", "N", "C", "C", "C", "C", "C", "C", "C", "C", "C", "C", "C", "C", "N", "C", "N", "C", "C", "O", "C", "C", "C", "C", "C", "C", "H", "H", "H", "H", "H", "H", "H", "H", "H", "H", "H", "H", "H", "H", "H", "H", "H", "H", "H", "Cl", "C", "Cl", "H", "H", "C", "C", "C", "O", "H", "H", "H", "H", "H", "H"],
  "coordinates": [[-0.472, -0.328, -0.439], [3.172, 1.650, -3.040], [1.932, 2.312, -3.307], [0.984, 1.621, -2.727], [1.325, 0.549, -2.105], [2.763, 0.390, -2.212], [3.497, 0.316, -0.892], [4.843, -0.052, -0.906], [5.553, -0.138, 0.278], [4.920, 0.135, 1.489], [3.570, 0.461, 1.519], [2.879, 0.613, 0.327], [-0.400, 2.102, -2.810], [-0.836, 2.985, -3.800], [-2.158, 3.405, -3.765], [-2.991, 2.974, -2.740], [-2.462, 2.097, -1.792], [-1.211, 1.671, -1.856], [-3.233, 1.619, -0.639], [-2.904, 0.580, 0.038], [-3.841, 0.425, 1.135], [-4.809, 1.632, 0.911], [-4.293, 2.283, -0.256], [-3.179, 0.438, 2.493], [-3.910, 0.037, 3.612], [-3.301, -0.029, 4.853], [-1.956, 0.320, 4.995], [-1.228, 0.739, 3.889], [-1.843, 0.830, 2.654], [3.816, 2.338, -2.487], [3.649, 1.407, -3.993], [2.968, -0.525, -2.781], [5.332, -0.267, -1.843], [6.595, -0.424, 0.256], [5.491, 0.131, 2.407], [3.085, 0.653, 2.462], [1.868, 1.021, 0.345], [-0.155, 3.324, -4.569], [-2.538, 4.071, -4.530], [-4.021, 3.295, -2.671], [-4.370, -0.528, 1.011], [-4.792, 2.349, 1.735], [-5.841, 1.334, 0.710], [-4.952, -0.220, 3.508], [-3.874, -0.340, 5.715], [-1.491, 0.304, 5.971], [-0.202, 1.058, 4.004], [-1.300, 1.272, 1.822], [-2.160, -5.043, 1.887], [-1.851, -3.356, 2.313], [-1.795, -2.391, 0.814], [-0.889, -3.247, 2.812], [-2.678, -2.973, 2.910], [1.107, -3.388, -2.216], [1.749, -3.026, -0.926], [2.943, -3.823, -0.526], [1.322, -2.133, -0.204], [1.811, -3.824, -2.922], [0.598, -2.520, -2.648], [0.351, -4.152, -1.998], [2.968, -4.800, -0.999], [2.998, -3.926, 0.554], [3.844, -3.285, -0.829]]
}


Calculated energy above the lowest of the compared OMol25 structures with the same formula, charge and spin in order - 47.3, 86.6, 79.4 kcal/mol